{
  "formula": "C7H15F3FeNO11S3",
  "method": "the ωB97M-V functional and the def2-TZVPD basis",
  "species": ["Fe", "S", "O", "O", "O", "O", "S", "O", "O", "O", "O", "C", "F", "F", "F", "S", "O", "O", "O", "C", "C", "N", "C", "C", "C", "C", "H", "H", "H", "H", "H", "H", "H", "H", "H", "H", "H", "H", "H", "H", "H"],
  "coordinates": [[1.1361, 0.6431, -0.3712], [3.3383, 0.2482, 1.1398], [3.0860, 0.6081, -0.3054], [1.8640, 0.1729, 1.3681], [4.0965, -0.9734, 1.3143], [3.8766, 1.3769, 1.8702], [1.0047, 2.9294, -1.7692], [-0.1734, 3.7026, -2.0878], [2.2623, 3.4557, -2.2616], [1.1088, 2.6249, -0.3095], [0.7748, 1.4705, -2.0657], [0.3473, -3.2110, -2.6880], [0.3590, -2.4639, -3.7751], [-0.8680, -3.2914, -2.1975], [0.7082, -4.4420, -2.9928], [1.6073, -2.4829, -1.4304], [2.8885, -2.5494, -2.0783], [1.1710, -1.0905, -1.1725], [1.4102, -3.3915, -0.3012], [-2.2260, -1.0236, 2.0935], [-0.9435, -0.7795, 1.3001], [-0.7998, 0.5027, 0.5773], [-1.0558, 1.7078, 1.4242], [-0.1377, 1.8728, 2.6225], [-1.8438, 0.5980, -0.4812], [-1.8009, -0.4156, -1.6021], [-2.0275, -1.9964, 2.5514], [-3.1265, -1.1191, 1.4882], [-2.3564, -0.2839, 2.8817], [-0.0721, -0.8598, 1.9544], [-0.7153, -1.5812, 0.5960], [-2.0718, 1.6463, 1.8347], [-1.0083, 2.5539, 0.7448], [-0.5154, 2.7319, 3.1860], [0.9154, 1.9941, 2.3865], [-0.2370, 1.0299, 3.3127], [-2.8396, 0.5149, -0.0183], [-1.8350, 1.6017, -0.9073], [-0.9602, -0.1262, -2.2393], [-1.6815, -1.4572, -1.3136], [-2.6593, -0.4476, -2.2784]],
  "lowdin_spin": [4.2340, 0.0135, 0.1533, 0.1198, 0.0173, 0.0160, 0.0135, 0.0164, 0.0130, 0.1181, 0.1233, 0.0043, 0.0003, 0.0004, 0.0013, 0.0121, 0.0049, 0.0634, 0.0046, 0.0020, 0.0028, 0.0572, 0.0029, -0.0005, 0.0038, -0.0003, 0.0002, 0.0002, 0.0001, -0.0001, -0.0002, 0.0016, -0.0002, -0.0001, -0.0003, 0.0000, 0.0019, -0.0001, -0.0003, -0.0001, -0.0001],
  "s2": 8.757,
  "e_homo_ev": [-2.87, -3.04],
  "multiplicity": 6,
  "de_lowest_kcal_mol": 0.00,
  "charge": -2,
  "mol_weight_da": 498.233,
  "orbital_gap_ev": [7.585, 7.750]
}

---

{
  "formula": "C7H15F3O3SSi",
  "method": "the ωB97M-V functional and the def2-TZVPD basis",
  "species": ["O", "O", "F", "F", "F", "O", "C", "C", "C", "C", "C", "C", "C", "Si", "S", "H", "H", "H", "H", "H", "H", "H", "H", "H", "H", "H", "H", "H", "H", "H"],
  "coordinates": [[1.0935, 2.3438, 0.2604], [1.6976, 1.8817, 2.6905], [2.8654, -0.8929, 1.4450], [2.6272, -0.1936, -0.5863], [4.0277, 0.8556, 0.7272], [0.1955, 0.3352, 1.2317], [0.8498, 1.0301, -2.4426], [0.6930, -2.3444, 0.1574], [-2.8111, -0.0536, 1.8285], [-0.4543, 1.1907, -1.6690], [-0.5388, -1.7901, -0.5300], [-2.4188, 0.4676, 0.4627], [2.8649, 0.1825, 0.6811], [-0.7215, 0.0701, -0.1773], [1.4525, 1.3262, 1.3096], [1.0710, -0.0273, -2.5977], [1.6949, 1.4572, -1.9147], [0.7884, 1.5099, -3.3851], [0.8594, -3.4035, -0.1127], [0.6133, -2.1994, 1.2531], [1.6428, -1.8367, -0.0894], [-3.7643, 0.3045, 2.1942], [-2.8578, -1.1479, 1.8172], [-2.0678, 0.2193, 2.6001], [-0.5650, 2.1572, -1.2288], [-1.3371, 1.0628, -2.3208], [-1.4505, -2.2968, -0.2311], [-0.4636, -1.8899, -1.6123], [-2.4336, 1.5559, 0.5225], [-3.1527, 0.1257, -0.2833]],
  "mulliken_charge": [-0.6131, -0.5778, -0.1977, -0.1823, -0.2082, -0.2719, -1.1104, -1.1188, -1.2193, -0.6030, -0.4532, -0.4976, 0.6359, 0.4532, 0.9347, 0.2240, 0.2269, 0.4384, 0.3998, 0.3083, 0.1299, 0.3821, 0.2788, 0.2401, 0.3785, 0.5092, 0.4426, 0.4108, 0.2835, 0.3766],
  "e_homo_ev": -10.20,
  "de_lowest_kcal_mol": 0.00,
  "mol_weight_da": 264.341,
  "smiles": "CC[Si](CC)(CC)OS(=O)(=O)C(F)(F)F",
  "orbital_gap_ev": 10.935
}

---

{
  "formula": "C7H15FN3O2S",
  "method": "the ωB97M-V functional and the def2-TZVPD basis",
  "species": ["C", "C", "C", "C", "C", "C", "C", "N", "N", "N", "O", "O", "F", "S", "H", "H", "H", "H", "H", "H", "H", "H", "H", "H", "H", "H", "H", "H", "H"],
  "coordinates": [[-1.8503, 0.5134, 0.2110], [-0.5221, -2.8791, 0.5714], [-3.1718, 1.0848, -0.2348], [1.7032, 0.9115, -1.3816], [2.2536, 1.8838, -0.2699], [-0.4772, -1.5265, 0.5385], [1.9346, -0.5051, -1.0583], [-0.9565, 1.4049, 0.5713], [-1.5824, -0.7546, 0.1344], [1.5376, 1.6986, 1.0171], [0.5445, -3.6474, 0.8905], [-1.5384, -3.5298, -0.0774], [-3.0877, 2.4401, -0.4983], [2.8384, -1.0302, 0.1376], [-3.9190, 1.0393, 0.6817], [-3.5446, 0.4996, -1.0737], [0.6671, 1.0954, -1.6610], [2.1940, 0.8941, -2.4551], [3.3081, 1.5527, -0.2243], [1.9882, 2.9417, -0.4671], [0.2949, -1.0092, 1.1224], [1.1709, -1.2000, -1.6354], [-1.1641, 2.4636, 0.4527], [-1.4471, -4.5355, 0.0160], [-2.4597, -1.2627, -0.2510], [2.0359, 0.8999, 1.5112], [0.0611, 1.3275, 0.9201], [1.7025, 2.4825, 1.5441], [1.4863, -3.2536, 0.9678]],
  "mulliken_charge": [0.6278, 0.2621, -0.4442, -0.2972, -0.8325, -0.5484, -0.0629, -0.3464, -0.0902, -0.5776, -0.5389, -0.4955, -0.2874, -0.2864, 0.2689, 0.3629, 0.3172, 0.3410, 0.3738, 0.3839, 0.6057, 0.2836, 0.2879, 0.3787, 0.2351, 0.2215, 0.2558, 0.2731, 0.3285],
  "e_homo_ev": -11.88,
  "de_lowest_kcal_mol": 36.12,
  "charge": 1,
  "mol_weight_da": 224.281,
  "orbital_gap_ev": 8.248
}

---

{
  "formula": "C7H15IN",
  "method": "the ωB97M-V functional and the def2-TZVPD basis",
  "species": ["C", "C", "C", "C", "C", "C", "C", "N", "I", "H", "H", "H", "H", "H", "H", "H", "H", "H", "H", "H", "H", "H", "H", "H"],
  "coordinates": [[-1.6386, -0.3121, 0.3608], [-0.7250, -0.8176, -0.6927], [-1.4577, 1.1948, 0.0999], [1.1453, -2.3289, 0.0241], [1.5219, -0.7359, -1.8999], [-0.4207, 1.9715, 2.1248], [0.8329, -0.9470, -0.5922], [-0.2793, 1.8342, 0.6997], [-2.2792, 2.1983, -1.5469], [-2.6934, -0.4174, 0.1753], [-1.4787, -0.5701, 1.3300], [-1.2853, -0.9197, -1.7158], [0.5993, -3.0865, -0.6942], [0.9227, -2.5891, 1.0307], [2.1845, -2.5137, -0.2406], [2.4650, -0.4693, -1.7788], [1.1617, 0.0806, -2.5069], [1.4084, -1.6130, -2.5612], [-1.3911, 1.5150, 2.4379], [0.4860, 1.6975, 2.7786], [-0.4837, 3.0019, 2.4012], [1.1661, -0.1625, 0.1917], [0.5303, 1.2600, 0.3790], [-0.2914, 2.7290, 0.1955]],
  "mulliken_charge": [-0.8871, -0.3692, -0.4992, -1.4331, -1.9194, -0.8384, 1.2772, 0.1489, 0.2323, 0.3712, 0.4599, 0.3605, 0.3251, 0.3887, 0.3838, 0.5425, 0.4337, 0.3772, 0.3122, 0.3199, 0.3830, 0.0328, 0.1676, 0.4298],
  "e_homo_ev": [-11.72, -12.03],
  "de_lowest_kcal_mol": 78.40,
  "charge": 1,
  "mol_weight_da": 240.108,
  "orbital_gap_ev": [7.480, 8.424]
}

---

{
  "formula": "C7H15N",
  "method": "the ωB97M-V functional and the def2-TZVPD basis",
  "species": ["C", "C", "C", "C", "C", "C", "C", "N", "H", "H", "H", "H", "H", "H", "H", "H", "H", "H", "H", "H", "H", "H", "H"],
  "coordinates": [[0.8525, -1.8268, 0.8199], [1.1270, -0.3310, 0.5786], [1.5246, 0.1107, -0.9253], [0.3207, 0.7250, -1.7091], [-2.9638, 0.6584, 0.3766], [-1.7969, 1.1506, -0.3876], [-1.0586, 0.3657, -1.1892], [2.0175, 0.0992, 1.6359], [0.6029, -1.9222, 1.7959], [1.7249, -2.4079, 0.5874], [0.2192, -2.0346, -0.0317], [0.0892, 0.2073, 0.7586], [2.0243, -0.8007, -1.4119], [2.3873, 0.7935, -0.8706], [0.2689, 0.4864, -2.7840], [0.5080, 1.8018, -1.7532], [-2.7545, 0.7169, 1.5006], [-4.0008, 1.2884, 0.3056], [-3.0443, -0.3746, 0.3055], [-1.5473, 2.1679, -0.1412], [-1.3692, -0.7499, -1.4224], [3.0133, 0.0907, 1.3655], [1.8553, -0.2150, 2.5961]],
  "mulliken_charge": [-1.6606, 0.9757, -0.8380, -0.5607, -1.1546, 0.1127, -0.4754, -0.6045, 0.5081, 0.3676, 0.3575, -0.2013, 0.2884, 0.3454, 0.3284, 0.3311, 0.2638, 0.2801, 0.3586, 0.3274, 0.2383, 0.1997, 0.2122],
  "e_homo_ev": -8.30,
  "de_lowest_kcal_mol": 57.67,
  "mol_weight_da": 113.204,
  "smiles": "C/C=C/CC[C@@H](C)N",
  "orbital_gap_ev": 9.443
}

---

{
  "formula": "C7H15N",
  "method": "the ωB97M-V functional and the def2-TZVPD basis",
  "species": ["C", "C", "C", "C", "C", "C", "C", "H", "H", "H", "H", "H", "H", "H", "H", "H", "H", "H", "H", "H", "H", "H", "N"],
  "coordinates": [[-2.6633, -0.0421, 0.2634], [-1.7251, -0.5957, -0.6761], [-0.3795, -0.6314, -0.9484], [0.8165, -0.2189, -0.0155], [1.9102, -1.1647, -0.4447], [0.4222, -0.5301, 1.5169], [1.2477, 1.2174, -0.1985], [-3.5425, 0.5213, -0.2657], [-3.1050, -0.8412, 0.9000], [-2.1832, 0.6817, 0.9655], [-2.2446, -0.8363, -1.5584], [-0.0323, -0.7864, -1.9607], [1.6122, -2.2056, -0.4208], [2.7166, -1.0580, 0.3948], [2.3470, -0.8424, -1.4759], [-0.2650, 0.1232, 1.9333], [1.2466, -0.5007, 2.3031], [0.0312, -1.6110, 1.5808], [2.1184, 1.4186, 0.3619], [1.7372, 1.0909, -1.1711], [0.4790, 3.0210, -0.3050], [-0.6105, 1.7286, -0.7176], [0.0664, 2.0620, -0.0612]],
  "mulliken_charge": [-1.1360, -0.0846, -1.0424, 2.0922, -1.7617, -1.6360, -1.0786, 0.3035, 0.2998, 0.3278, 0.3260, 0.2554, 0.4158, 0.3396, 0.3915, 0.4217, 0.3583, 0.3269, 0.5398, 0.3716, 0.2605, 0.2368, -0.5278],
  "e_homo_ev": -9.01,
  "de_lowest_kcal_mol": 52.84,
  "mol_weight_da": 113.204,
  "smiles": "C/C=C\\C(C)(C)CN",
  "orbital_gap_ev": 9.920
}

---

{
  "formula": "C7H15N",
  "method": "the ωB97M-V functional and the def2-TZVPD basis",
  "species": ["C", "C", "C", "C", "C", "H", "H", "H", "H", "H", "H", "H", "H", "H", "H", "C", "C", "N", "H", "H", "H", "H", "H"],
  "coordinates": [[-0.1620, -1.2490, -1.0510], [0.2674, 1.3582, -1.0824], [-0.8694, -1.5143, -2.3576], [-0.4799, 0.2370, -0.4065], [-1.7083, 0.4627, 0.0977], [0.9211, -1.3480, -1.1700], [-0.4805, -1.9532, -0.2762], [-0.1419, 1.5782, -2.0716], [0.2037, 2.2819, -0.4973], [1.3227, 1.0941, -1.2007], [-0.5858, -0.7843, -3.1218], [-0.6035, -2.5109, -2.7296], [-1.9560, -1.4783, -2.2342], [-2.2931, -0.3297, 0.5527], [-2.1257, 1.4626, 0.1646], [1.6406, 1.1330, 2.1861], [0.8271, -0.1017, 1.8773], [-0.0804, -0.4711, 2.7521], [-0.6445, -1.2506, 2.4020], [1.4053, -0.8997, 1.3774], [0.9822, 1.9373, 2.5220], [2.1957, 1.4420, 1.2972], [2.3651, 0.9039, 2.9699]],
  "mulliken_charge": [-0.5621, -1.5522, -1.2089, 0.8354, -0.8907, 0.3714, 0.3247, 0.3696, 0.4143, 0.3203, 0.3149, 0.3622, 0.2993, 0.2788, 0.2612, -1.0984, 0.3906, -0.7334, 0.2707, 0.3131, 0.2846, 0.2843, 0.3503],
  "e_homo_ev": -8.77,
  "de_lowest_kcal_mol": 59.40,
  "mol_weight_da": 113.204,
  "smiles": "[H]/N=C/C.C=C(C)CC",
  "orbital_gap_ev": 9.436
}

---

{
  "formula": "C7H15N",
  "method": "the ωB97M-V functional and the def2-TZVPD basis",
  "species": ["C", "C", "C", "C", "C", "N", "C", "C", "H", "H", "H", "H", "H", "H", "H", "H", "H", "H", "H", "H", "H", "H", "H"],
  "coordinates": [[-0.1102, -0.3900, 0.0652], [-1.7802, 0.5600, -0.1255], [2.7517, 0.1427, 0.9488], [-0.3629, -1.7747, -0.4907], [-2.5832, 0.1535, 1.0948], [2.0430, -0.2305, -0.2504], [0.4986, 0.5929, -0.7281], [0.5212, 1.4968, -1.6748], [2.6566, -0.4869, -1.0173], [0.0242, -0.3061, 1.1386], [-2.2173, 0.1909, -1.0523], [-1.6878, 1.6438, -0.1730], [2.0478, 0.2346, 1.7837], [3.4966, -0.6003, 1.2633], [3.2774, 1.1085, 0.8809], [0.3997, -2.4546, -0.1171], [-1.3412, -2.1456, -0.1845], [-0.3305, -1.7771, -1.5789], [1.4657, 1.8737, -2.0399], [-0.3753, 2.0101, -1.9917], [-3.5992, 0.5581, 1.0534], [-2.6715, -0.9306, 1.1848], [-2.1232, 0.5309, 2.0107]],
  "mulliken_charge": [0.5536, -0.7171, -0.8151, -1.3895, -1.2259, -0.4075, 0.1377, -0.8227, 0.2083, 0.2655, 0.3616, 0.4043, 0.2441, 0.3084, 0.2575, 0.3637, 0.3705, 0.3080, 0.3112, 0.3063, 0.3801, 0.2847, 0.3123],
  "e_homo_ev": -7.93,
  "de_lowest_kcal_mol": 107.71,
  "mol_weight_da": 113.204,
  "orbital_gap_ev": 8.999
}

---

{
  "formula": "C7H15N2O",
  "method": "the ωB97M-V functional and the def2-TZVPD basis",
  "species": ["C", "C", "C", "C", "C", "C", "C", "N", "N", "O", "H", "H", "H", "H", "H", "H", "H", "H", "H", "H", "H", "H", "H", "H", "H"],
  "coordinates": [[-0.1062, -1.2876, 0.2769], [-1.1430, -0.4175, -0.5676], [1.2311, -1.0283, 0.3068], [-1.5296, 0.2936, 0.6046], [-2.2464, -1.2986, -1.1892], [3.4579, 0.0865, 0.1345], [-0.8311, 2.5736, 0.0206], [2.0457, -0.0601, -0.1290], [-1.1509, 1.5348, 0.9436], [-0.6168, -2.3438, 1.0584], [-0.5748, -0.0356, -1.4367], [1.7775, -1.8733, 0.8037], [-1.8897, -0.3866, 1.3219], [-2.8156, -0.6685, -1.8501], [-2.8830, -1.4571, -0.4067], [-1.9317, -2.0426, -1.7927], [3.9682, -0.9407, 0.4406], [3.9664, 0.3565, -0.8347], [3.7431, 0.9217, 0.8817], [0.1606, 2.9315, 0.2270], [-1.0982, 2.2605, -1.0167], [-1.3955, 3.4956, 0.2009], [-0.5257, -3.2131, 0.6849], [-1.1052, 1.9112, 1.8865], [1.4929, 0.6876, -0.5692]],
  "mulliken_charge": [-0.2291, 0.6231, 0.1273, -0.4596, -1.9957, -0.8014, -0.8820, -0.1069, -0.0645, -0.5208, 0.4612, 0.2958, 0.4881, 0.4719, 0.4301, 0.4915, 0.2797, 0.3226, 0.2677, 0.3391, 0.3375, 0.3331, 0.3420, 0.2877, 0.1617],
  "e_homo_ev": [-11.71, -11.71],
  "de_lowest_kcal_mol": 88.68,
  "charge": 1,
  "mol_weight_da": 143.210,
  "smiles": "CN/C=C(/O)[C@@H](C)/C=[NH+]\\C",
  "orbital_gap_ev": [7.819, 7.820]
}